# 1
{
  "formula": "C7H14Cl2NdO",
  "method": "wB97M-V/def2-TZVPD",
  "multiplicity": 4,
  "molar_mass_g_mol": 329.33,
  "total_charge": -1,
  "gap_ev": [4.2, 4.2],
  "homo_energy_ev": [-1.75, -1.84],
  "lumo_ev": [2.4, 2.4],
  "symbols": ["H", "H", "H", "C", "H", "O", "Nd", "H", "H", "C", "H", "H", "H", "Cl", "C", "C", "H", "C", "H", "H", "H", "H", "C", "C", "Cl"],
  "xyz": [[-1.653034, -3.558999, 1.844527], [-1.106438, -1.497417, -1.660621], [1.313385, 0.027045, 1.459984], [-0.525450, -1.974588, -0.817128], [1.307970, -3.393009, 1.657147], [0.760510, 0.425784, 0.761332], [0.042258, 0.516747, -2.288385], [0.061021, -4.955990, -0.614806], [-1.045668, 1.544889, -4.975868], [-0.805657, -2.956915, 1.466854], [1.753683, -4.615275, -0.339671], [0.775369, -3.152065, -2.203282], [0.234586, -4.828808, 1.743612], [-2.202969, 1.157507, -0.798526], [0.414488, -3.871777, 1.217758], [-1.107717, -1.994528, 0.344716], [0.467859, 0.989826, -5.048872], [0.743974, -4.152411, -0.283454], [-1.927369, -1.286895, 0.494592], [0.146795, 0.991505, 1.263904], [1.551495, -2.222934, -0.899341], [-0.599669, -2.303265, 2.329009], [-0.167717, 1.593329, -4.293774], [0.676584, -2.853147, -1.140101], [2.297075, -0.398577, -3.247803]],
  "atomic_forces_ev_per_a": [[-0.1, 0.4, -0.8], [0.7, -0.4, 1.0], [-0.2, 0.2, -0.6], [0.1, -1.4, -2.5], [-0.3, -0.2, 0.0], [0.3, 0.3, 1.0], [0.0, 2.1, -1.7], [0.0, 0.6, -0.3], [-0.5, 0.9, 0.6], [0.8, 0.6, 0.5], [-0.5, 0.4, 0.0], [-0.2, 0.5, 0.5], [0.3, 0.4, -0.2], [0.1, 0.0, 0.1], [0.4, 0.0, -0.2], [-1.9, -0.3, 1.3], [0.2, 0.9, 1.1], [-0.3, 0.0, 0.8], [0.1, -0.3, 0.0], [0.0, -0.2, -0.5], [0.0, -0.4, -0.3], [0.2, -0.3, 0.1], [-0.1, -2.6, -0.4], [0.3, -0.5, 0.1], [0.7, -0.6, 0.3]],
  "lowdin_spin": [0.000, -0.001, 0.000, 0.001, 0.000, 0.002, 3.129, 0.000, -0.012, 0.000, 0.000, 0.000, 0.000, -0.005, 0.000, -0.001, -0.008, 0.000, 0.000, 0.000, 0.001, 0.000, -0.100, 0.001, -0.008]
}

=====

# 2
{
  "formula": "C7H14ClN4",
  "method": "wB97M-V/def2-TZVPD",
  "relative_energy_ev": 2.792,
  "multiplicity": 1,
  "molar_mass_g_mol": 189.67,
  "total_charge": 1,
  "gap_ev": 9.3,
  "homo_energy_ev": -12.30,
  "lumo_ev": -3.0,
  "symbols": ["H", "Cl", "C", "H", "N", "H", "C", "H", "H", "N", "N", "C", "H", "H", "C", "C", "H", "C", "H", "H", "N", "H", "C", "H", "H", "H"],
  "xyz": [[-0.789859, 0.577123, 3.132139], [-0.690033, 1.683135, -2.779909], [-1.053997, -1.517603, 1.599798], [1.558338, -2.016934, 0.282820], [-0.643671, -0.100752, 1.204989], [1.825042, -0.909368, -2.584586], [-2.170397, 0.918059, -0.466085], [-3.509159, 2.275419, -0.874190], [-0.475557, -2.148599, 0.931341], [2.054476, -0.077596, 0.557391], [0.137510, -0.069120, -0.929127], [2.390387, -1.275091, 0.364900], [-0.401591, 1.892273, 1.974862], [-2.090360, -1.543310, 1.605440], [1.480306, 0.119292, -2.910534], [0.302952, 0.387044, -2.113769], [-0.728812, -1.664208, 2.659449], [-1.004079, 0.946741, 2.007334], [0.397096, -0.099863, 0.959844], [3.389928, -1.706065, 0.289227], [-3.260499, 1.319012, -0.815614], [2.184916, 0.843074, -2.684802], [-1.018912, 0.305544, -0.188566], [2.926731, 0.507470, 0.760959], [1.302420, 0.196847, -4.031542], [-2.113178, 1.157476, 2.048232]],
  "atomic_forces_ev_per_a": [[-0.5, 0.9, -2.2], [0.2, -0.3, -0.1], [2.5, 1.6, 1.2], [0.7, 0.5, -0.3], [0.3, -1.5, -3.8], [0.0, 1.2, -0.8], [0.1, -0.1, -0.5], [-0.1, 1.2, 0.0], [-0.7, -0.3, 0.0], [2.8, 1.1, 1.7], [-2.9, 0.6, -3.1], [-0.9, -1.4, 0.0], [-0.6, -1.0, -0.8], [-1.9, -0.5, -0.5], [-0.4, -3.0, -1.8], [-0.9, 1.0, 1.4], [0.0, 0.1, -0.9], [-1.0, 2.2, 7.5], [0.2, 0.1, 1.2], [0.1, 0.4, 0.1], [0.8, -1.8, 0.5], [1.7, 1.4, 0.5], [0.8, -1.0, 0.1], [-1.5, -0.7, -0.6], [0.1, -0.4, 1.5], [1.2, -0.2, -0.5]],
  "mulliken_charge": [0.323, -0.206, -0.847, 0.108, 0.256, 0.268, 0.128, 0.300, 0.319, -0.419, -0.213, -0.287, 0.292, 0.390, -1.129, 0.652, 0.362, -0.878, 0.317, 0.326, -0.452, 0.313, 0.059, 0.237, 0.406, 0.375]
}

=====

# 3
{
  "formula": "C7H14ClNO2",
  "method": "wB97M-V/def2-TZVPD",
  "relative_energy_ev": 4.445,
  "multiplicity": 3,
  "molar_mass_g_mol": 179.65,
  "total_charge": 0,
  "gap_ev": [5.6, 7.8],
  "homo_energy_ev": [-4.93, -9.99],
  "lumo_ev": [0.7, -2.2],
  "symbols": ["H", "H", "H", "H", "H", "Cl", "H", "O", "C", "H", "H", "C", "H", "N", "H", "H", "C", "H", "C", "C", "O", "C", "H", "H", "C"],
  "xyz": [[1.049867, -2.093796, 1.975532], [-2.634072, 3.494361, -0.002147], [3.075359, 0.222788, 1.179341], [1.479525, -0.475453, 2.661662], [-1.179893, 4.115988, 1.073479], [-1.474473, 0.674441, 0.330773], [2.886762, 0.335857, -0.528682], [-1.156247, 4.643992, -0.978878], [-1.013492, 3.818012, -1.947913], [1.199837, -2.760072, -0.263746], [0.516251, -1.664609, -1.527235], [1.134041, -0.595687, 0.436992], [0.612513, 1.375179, 0.887700], [-1.155713, 3.029854, -2.805788], [3.014481, -1.446242, 0.123716], [0.532445, 1.205003, -0.856921], [0.815383, -0.973764, 1.968806], [-0.164651, -0.950826, 2.250567], [0.613087, -1.858924, -0.443052], [-1.873820, 4.301589, 0.184765], [-1.033350, 2.083441, -3.571866], [0.335237, 0.737425, 0.098744], [-0.427479, -2.101944, -0.031013], [-2.575949, 5.147692, 0.379592], [2.589045, -0.381355, 0.205735]],
  "atomic_forces_ev_per_a": [[0.0, 1.4, 0.5], [1.3, 0.2, 0.3], [-1.1, -2.0, -2.1], [0.0, 0.2, 0.1], [-1.0, 0.1, -1.5], [0.5, -0.3, -0.3], [-0.1, -0.2, -1.3], [-1.4, 0.5, -0.4], [6.8, 3.3, 1.3], [0.3, 0.2, 0.0], [0.2, 0.0, 0.5], [-3.3, -0.7, -0.2], [0.5, 1.2, 0.7], [-4.3, -3.2, -1.7], [0.1, 2.0, 0.0], [0.0, -0.2, -0.3], [3.5, -2.4, -2.7], [-2.7, 0.6, 0.5], [-1.6, 1.2, 1.3], [-2.8, -0.3, 2.5], [0.4, -0.3, -0.7], [0.0, -1.6, 0.5], [1.2, 0.3, -0.8], [1.0, -0.3, 0.3], [2.2, 0.1, 3.6]],
  "lowdin_spin": [0.000, 0.009, 0.000, 0.000, 0.008, 0.008, 0.001, 0.252, 0.591, 0.000, 0.000, 0.001, 0.001, 0.423, 0.000, 0.010, 0.000, 0.000, 0.000, 0.067, 0.609, 0.009, 0.000, 0.012, 0.000]
}

=====

# 4
{
  "formula": "C7H14INS",
  "method": "wB97M-V/def2-TZVPD",
  "smiles": "CC(C)(C)[C@H]1SCCN1I",
  "relative_energy_ev": 0.000,
  "multiplicity": 1,
  "molar_mass_g_mol": 271.17,
  "total_charge": 0,
  "gap_ev": 8.0,
  "homo_energy_ev": -8.54,
  "lumo_ev": -0.6,
  "symbols": ["H", "I", "H", "C", "H", "C", "H", "S", "N", "C", "H", "H", "C", "H", "H", "H", "H", "H", "H", "H", "C", "H", "C", "C"],
  "xyz": [[-0.694255, -0.764451, 1.976007], [1.437694, -2.225724, -2.475369], [-1.698777, -1.744433, -0.224314], [-2.015093, -0.668109, -0.544789], [-2.210849, -0.787125, -1.546629], [2.647795, -0.010793, 0.427021], [-1.563969, 2.531292, 0.448981], [1.624578, 1.269246, -0.359654], [0.816214, -1.308686, -0.643607], [-0.789084, 0.294746, 1.469897], [2.754929, 0.243797, 1.425853], [2.513125, -2.116447, 0.146856], [-1.417570, 1.763452, -0.437706], [-2.429474, 1.801041, -1.056100], [-0.023638, 0.356726, -1.751168], [3.684645, 0.046025, -0.002126], [-2.930676, -0.387070, -0.130616], [1.341339, -1.452810, 1.336333], [0.198724, 0.893806, 1.485957], [-1.632331, 0.827892, 2.090941], [1.812253, -1.265250, 0.397000], [-0.718068, 2.325955, -1.168023], [0.314185, 0.042288, -0.776359], [-1.021698, 0.334633, -0.088385]],
  "atomic_forces_ev_per_a": [[0.0, 1.9, -1.3], [-0.2, 0.8, 1.1], [-0.7, 1.9, -0.2], [1.1, -2.8, 2.1], [0.1, 0.3, -2.8], [0.5, 1.1, -1.4], [0.4, -1.9, -1.6], [0.3, -0.3, -0.2], [-0.6, 0.5, -0.9], [-0.2, 0.0, 1.1], [0.3, 0.6, 2.0], [-0.7, 0.6, 0.9], [-1.8, 3.2, -1.4], [1.8, -0.2, 1.4], [0.7, -0.7, -1.1], [-1.1, -0.7, 0.0], [-1.7, 0.0, 1.0], [-0.3, 0.0, 0.7], [-1.6, -0.9, 1.1], [1.6, -0.8, -1.4], [2.6, -2.6, -1.7], [-0.7, -1.1, 1.2], [-0.5, 1.0, -1.1], [0.9, 0.0, 2.4]],
  "mulliken_charge": [0.178, 0.115, 0.291, -2.151, 0.498, -0.475, 0.273, -0.158, -0.577, -1.456, 0.359, 0.350, -1.448, 0.332, 0.720, 0.358, 0.566, 0.277, 0.378, 0.382, -0.572, 0.310, -0.921, 2.368]
}

=====

# 5
{
  "formula": "C7H14InO4",
  "method": "wB97M-V/def2-TZVPD",
  "relative_energy_ev": 0.000,
  "multiplicity": 2,
  "molar_mass_g_mol": 277.00,
  "total_charge": 2,
  "gap_ev": [3.3, 7.1],
  "homo_energy_ev": [-16.03, -17.10],
  "lumo_ev": [-12.7, -10.0],
  "symbols": ["C", "In", "C", "H", "O", "O", "H", "C", "H", "H", "C", "H", "H", "H", "H", "O", "C", "H", "C", "H", "H", "H", "H", "H", "O", "C"],
  "xyz": [[0.305806, 0.881498, 1.657980], [-0.427834, 2.942217, 0.037666], [-0.835383, -5.388411, -0.223970], [-1.816653, 0.605511, 1.534551], [2.674857, -2.985104, -1.351773], [0.558500, 1.306647, 0.297940], [2.582925, 0.919584, 0.411537], [0.451412, -3.465100, -0.581240], [-0.721389, -6.438417, 0.069470], [0.414497, -0.208395, 1.711267], [1.743722, 0.777497, -0.287561], [0.106903, -3.326922, -1.627138], [2.153665, -2.696282, 0.568449], [1.663863, -0.399904, -0.345149], [-1.223878, 1.187395, 3.105402], [0.441175, -4.798208, -0.193824], [-1.112919, 1.314578, 2.012383], [2.990561, 1.259892, -2.046413], [2.016464, 1.400876, -1.579958], [-0.231318, -2.851536, 0.045308], [1.203343, 1.836883, -2.162483], [1.054246, 1.367054, 2.305293], [-1.274029, -5.345043, -1.234208], [-1.519965, -4.885595, 0.480977], [-1.367422, 2.626344, 1.614277], [1.825079, -2.862412, -0.482227]],
  "atomic_forces_ev_per_a": [[0.2, -0.4, 1.3], [-1.1, 5.2, -3.6], [-1.4, -0.5, -0.2], [0.1, 0.3, 0.2], [-2.1, 1.0, 1.7], [2.0, -3.7, 0.1], [-0.1, 0.0, -0.1], [-2.8, -0.1, -1.3], [0.1, 0.4, -0.1], [0.0, 0.2, 0.0], [0.8, -1.0, -0.1], [0.1, -0.2, 0.2], [0.3, 0.7, -0.1], [-0.1, 1.6, -0.1], [0.0, 0.2, -0.4], [1.8, 1.2, 0.3], [-0.3, -1.4, 0.6], [-0.2, 0.1, 0.1], [-0.1, -0.7, -0.1], [0.4, 0.0, 0.1], [0.3, 0.0, 0.0], [-0.2, -0.2, -0.2], [0.2, 0.0, 0.2], [0.3, -0.1, -0.2], [-1.4, -0.2, 2.4], [3.2, -2.5, -0.8]],
  "lowdin_spin": [0.014, 0.587, -0.007, 0.001, -0.470, 0.123, 0.011, -0.067, 0.000, 0.003, 0.106, 0.001, -0.052, 0.029, 0.005, -0.035, 0.013, 0.026, 0.566, -0.011, 0.054, 0.001, -0.001, -0.001, 0.178, -0.073]
}